Record 1
Here is one molecule with the formula C12H14N2O in a non-equilibrium geometry from the OMol25 dataset. Energies are from ωB97M-V/def2-TZVPD.

HOMO (alpha / beta): -5.56 / -5.52 eV
Electronic energy: -17693.31540 eV
Kohn-Sham gap (alpha / beta): 0.1670 / 0.1640 hartree
Energy relative to the best compared isomer or geometry (same formula, charge and spin): 151.2 kcal per mole
LUMO level (alpha / beta): -1.011 / -1.058 eV

```
! RIJCOSX wB97M-V def2-TZVPD def2/J DEFGRID3
* xyz 0 1
C 2.85 -0.69 1.07
C 2.08 -1.70 1.64
C 2.24 0.23 0.26
C 0.78 -1.82 1.12
C 0.85 0.37 0.01
C 0.15 -0.88 0.27
C -1.81 0.92 1.11
C -1.21 1.54 -0.16
C -2.30 -1.49 0.43
C 0.35 1.60 -0.24
C 1.11 2.85 -0.34
C -1.09 -1.83 -1.63
N -2.56 -0.36 1.14
N -1.10 -1.32 -0.30
O -1.98 1.49 2.16
H 3.84 -0.58 1.18
H 2.41 -2.55 2.19
H 2.81 1.14 -0.22
H 0.19 -2.68 1.40
H -1.60 0.97 -1.17
H -1.52 2.60 -0.03
H -3.11 -2.09 0.12
H 1.12 3.49 0.68
H 0.61 3.59 -0.97
H 2.18 2.80 -0.69
H -1.74 -2.73 -1.88
H -1.63 -1.04 -2.24
H -0.03 -2.07 -1.89
H -3.15 -0.45 1.89
*
```

Atom charges from the Löwdin analysis, given in e for atoms 1 to 8:
1 C -0.11
2 C -0.11
3 C -0.05
4 C -0.05
5 C -0.22
6 C -0.20
7 C -0.34
8 C -0.06

Record 2
Here is C12H14N2O2Sm as an isolated structure in a non-equilibrium geometry from the OMol25 dataset. Energies are from ωB97M-V/def2-TZVPD.

HOMO (alpha / beta): -2.92 / -2.93 eV
⟨S²⟩: 8.76
Electronic energy: -37649.32914 eV
Kohn-Sham gap (alpha / beta): 0.2117 / 0.2120 hartree
Energy relative to the best compared isomer or geometry (same formula, charge and spin): 0.0 kcal per mole
LUMO level (alpha / beta): 2.843 / 2.843 eV

```
! RIJCOSX wB97M-V def2-TZVPD def2/J DEFGRID3
* xyz -1 6
C -0.97 -0.25 -2.15
C -0.14 -1.41 -1.93
C 1.23 -0.98 -1.83
C 1.26 0.46 -1.98
C -0.11 0.92 -2.18
Sm 0.12 -0.01 0.01
C -1.38 -1.40 0.93
C -2.22 -0.15 0.85
C -3.60 -0.14 0.70
N -1.50 1.06 0.84
H 2.08 -1.60 -1.62
H -0.49 -2.42 -1.83
H 2.12 1.09 -1.91
H -0.42 1.93 -2.29
H -2.04 -0.24 -2.21
H -1.79 -2.28 0.54
H -1.92 1.90 0.78
H -0.89 -1.48 1.92
H -4.14 -1.08 0.76
H -4.14 0.79 0.59
O 0.49 1.92 2.90
C 1.57 1.54 2.53
C 2.90 1.80 3.20
C 3.91 1.08 2.32
C 3.06 0.47 1.24
O 3.46 -0.21 0.31
N 1.74 0.77 1.40
H 3.07 2.89 3.23
H 2.87 1.38 4.22
H 4.64 1.77 1.87
H 4.42 0.27 2.86
*
```

Atom charges from the Löwdin analysis, given in e for atoms 1 to 8:
1 C -0.20
2 C -0.22
3 C -0.24
4 C -0.25
5 C -0.23
6 Sm 1.48
7 C -0.28
8 C -0.59

Record 3
Here is an isolated ion of composition C12H14N3 and charge +1 in a non-equilibrium geometry from the OMol25 dataset. Energies are from ωB97M-V/def2-TZVPD.

HOMO (alpha / beta): -10.65 / -11.73 eV
Electronic energy: -17127.69924 eV
Kohn-Sham gap (alpha / beta): 0.2258 / 0.2659 hartree
Energy relative to the best compared isomer or geometry (same formula, charge and spin): 145.5 kcal per mole
LUMO level (alpha / beta): -4.503 / -4.490 eV

```
! RIJCOSX wB97M-V def2-TZVPD def2/J DEFGRID3
* xyz 1 1
C 0.91 -1.99 0.20
C 2.24 -2.37 0.00
C 2.59 -0.31 -0.87
C 1.43 0.19 -0.35
C 0.31 -0.73 -0.15
C 1.10 2.61 0.27
C -1.14 2.33 -0.59
C 1.76 1.45 0.32
C -1.91 1.43 0.42
C -2.09 0.06 -0.02
C -1.29 1.42 1.84
C -1.49 -2.03 -0.89
N 0.01 2.81 -0.56
N 3.03 -1.57 -0.77
N -1.09 -0.79 -0.23
H 0.26 -2.70 0.75
H 2.53 -3.29 0.25
H 3.23 0.51 -1.16
H 1.48 3.56 0.76
H -1.74 2.48 -1.49
H -2.86 2.01 0.44
H -3.15 -0.11 -0.44
H -1.93 0.73 2.37
H -1.27 2.41 2.15
H -0.31 0.98 1.94
H -1.73 -2.67 -0.07
H -2.30 -1.92 -1.57
H -0.58 -2.60 -1.39
H 4.00 -1.91 -1.18
*
```

Atom charges from the Löwdin analysis, given in e for atoms 1 to 8:
1 C -0.02
2 C -0.04
3 C -0.06
4 C -0.17
5 C -0.12
6 C -0.16
7 C -0.09
8 C 0.08